# C30H42N2O2

A single C30H42N2O2 molecule (the ωB97M-V functional and the def2-TZVPD basis, OMol25).

energy relative to the best compared isomer or geometry (same formula, charge and spin) = 2.5 kcal/mol
HOMO energy = -8.3 eV
Kohn-Sham gap = 9.10 eV
structure (SMILES) = CCCCCCc1ccc(N2C[C@H](CCCCC)[C@@H](CC(=O)NCc3ccccc3)C2=O)cc1

```
! wB97M-V def2-TZVPD RIJCOSX def2/J DEFGRID3
* xyz 0 1
C 7.4644 0.4410 -0.0933
C 6.7776 -0.1446 -1.3218
C 6.2599 -1.5667 -1.1038
C 5.1060 -1.6507 -0.1065
C 4.5405 -3.0660 -0.0255
C 3.4145 -3.1898 1.0022
C 2.2248 -2.2961 0.7721
C 1.5096 -1.8142 1.8615
C 0.3695 -1.0497 1.7004
C -0.0878 -0.7304 0.4241
N -1.2847 -0.0195 0.2560
C -2.2429 0.0895 1.3396
C -3.5569 0.5556 0.6933
C -4.5799 -0.5794 0.6007
C -5.9495 -0.0880 0.1344
C -7.0113 -1.1882 0.1304
C -6.7775 -2.2564 -0.9361
C -7.9177 -3.2668 -0.9747
C -3.1320 1.0726 -0.6858
C -3.2432 2.5953 -0.8449
C -2.2979 3.2851 0.1267
O -2.5941 3.5139 1.2841
N -1.1093 3.6142 -0.4132
C -0.0512 4.2498 0.3488
C 1.2155 3.4405 0.2949
C 1.3743 2.3272 1.1093
C 2.5335 1.5757 1.0511
C 3.5444 1.9300 0.1746
C 3.3884 3.0285 -0.6522
C 2.2273 3.7781 -0.5938
C -1.6842 0.6287 -0.8645
O -1.0202 0.8506 -1.8568
C 0.6365 -1.1881 -0.6737
C 1.7663 -1.9618 -0.4963
H 7.8671 1.4261 -0.3190
H 6.7695 0.5434 0.7366
H 8.2846 -0.1995 0.2241
H 7.4920 -0.1582 -2.1487
H 5.9454 0.4982 -1.6188
H 5.9195 -1.9624 -2.0643
H 7.0823 -2.1998 -0.7610
H 4.3118 -0.9659 -0.4107
H 5.4485 -1.3498 0.8854
H 4.1832 -3.3729 -1.0102
H 5.3393 -3.7568 0.2565
H 3.8180 -2.9840 1.9971
H 3.0628 -4.2277 1.0070
H 1.8439 -2.0488 2.8629
H -0.1523 -0.7000 2.5771
H -1.8961 0.8268 2.0723
H -2.3552 -0.8776 1.8368
H -3.9828 1.3689 1.2850
H -4.2011 -1.3459 -0.0782
H -4.6945 -1.0326 1.5884
H -5.8744 0.3353 -0.8692
H -6.2751 0.7111 0.8048
H -7.0455 -1.6616 1.1144
H -7.9868 -0.7287 -0.0471
H -5.8432 -2.7833 -0.7355
H -6.6870 -1.7758 -1.9132
H -8.8597 -2.7719 -1.2011
H -7.7353 -4.0220 -1.7357
H -8.0169 -3.7658 -0.0131
H -3.7169 0.6056 -1.4843
H -2.9953 2.8688 -1.8709
H -4.2645 2.9074 -0.6232
H -0.8710 3.2779 -1.3346
H -0.4220 4.3385 1.3738
H 0.1256 5.2543 -0.0539
H 0.5872 2.0589 1.7989
H 2.6500 0.7132 1.6899
H 4.4552 1.3531 0.1392
H 4.1736 3.3041 -1.3411
H 2.1084 4.6392 -1.2365
H 0.3082 -0.9419 -1.6692
H 2.2867 -2.3177 -1.3718
*
```

***

# C30H43AlN7S

C30H43AlN7S as an isolated structure (the ωB97M-V functional and the def2-TZVPD basis, OMol25).

energy relative to the best compared isomer or geometry (same formula, charge and spin) = 4.4 kcal/mol
HOMO energy = -15.3 eV
Kohn-Sham gap = 5.63 eV

```
! wB97M-V def2-TZVPD RIJCOSX def2/J DEFGRID3
* xyz 3 1
Al -0.5120 0.3741 0.2926
N -1.8699 -0.4563 1.6067
C -2.8378 0.5813 2.0803
C -1.9952 1.7244 2.6227
N -0.9100 2.0701 1.6444
C -1.2124 3.2990 0.8682
C -2.1957 2.9182 -0.2245
N -1.7316 1.6349 -0.8469
H -2.3732 -1.2746 1.2825
H -1.3543 -0.7593 2.4296
H -3.4999 0.1892 2.8469
H -3.4538 0.8906 1.2366
H -1.5225 1.4182 3.5581
H -2.6163 2.5963 2.8354
H -0.0753 2.2573 2.1884
H -0.2851 3.6715 0.4400
H -1.6221 4.0839 1.5026
H -2.2793 3.7029 -0.9704
H -3.1876 2.7582 0.1908
H -1.1549 1.8646 -1.6579
H -2.5319 1.1465 -1.2357
C 0.4978 -2.5592 3.0305
C 0.5802 -1.2092 3.7180
C 0.3864 -1.1460 5.0940
C 0.5930 0.0338 5.7888
C 1.0413 1.1605 5.1149
C 1.2527 1.1478 3.7396
C 1.8030 2.4110 3.0967
C 0.9585 -0.0380 3.0477
N 1.0471 -0.0507 1.5881
C 2.2005 -0.0797 1.0485
C 3.4853 -0.3032 1.7606
C 2.2187 0.1614 -0.4606
C 3.5111 0.0536 -1.1857
N 1.1005 0.5025 -0.9680
C 0.9923 0.6815 -2.4138
C 1.0429 -0.4352 -3.2589
C 1.3242 -1.8460 -2.7905
C 0.8264 -0.2205 -4.6161
C 0.5930 1.0490 -5.1221
C 0.6028 2.1439 -4.2723
C 0.8168 1.9831 -2.9076
C 0.9901 3.2203 -2.0417
H 1.2609 -3.2240 3.4388
H 0.6841 -2.4974 1.9630
H -0.4617 -3.0559 3.2073
H 0.1070 -2.0498 5.6290
H 0.4418 0.0684 6.8625
H 1.2482 2.0736 5.6670
H 1.2094 3.2862 3.3709
H 1.8731 2.3731 2.0095
H 2.8079 2.6088 3.4738
H 3.3332 -0.6029 2.7915
H 4.0921 0.6092 1.7486
H 4.0687 -1.0667 1.2394
H 4.2656 0.6579 -0.6715
H 3.4334 0.3802 -2.2167
H 3.8761 -0.9790 -1.1669
H 1.2462 -1.9800 -1.7125
H 2.3315 -2.1467 -3.0911
H 0.6400 -2.5529 -3.2633
H 0.8493 -1.0745 -5.2871
H 0.4364 1.1885 -6.1857
H 0.4821 3.1460 -4.6745
H 0.1735 3.9367 -2.1775
H 1.9028 3.7462 -2.3316
H 1.0941 2.9858 -0.9840
N -3.2892 -4.4773 -4.2516
C -2.3354 -4.6470 -3.3276
S -1.4932 -6.0292 -3.1007
C -1.9825 -3.4377 -2.5074
C -2.0516 -2.1413 -3.0101
C -1.6281 -1.0732 -2.2404
N -1.1700 -1.2030 -0.9807
C -1.1066 -2.4776 -0.5069
C -1.4891 -3.5847 -1.2137
H -3.5252 -5.2571 -4.8446
H -3.8489 -3.6467 -4.3332
H -2.3811 -1.9441 -4.0251
H -1.6453 -0.0824 -2.6786
H -0.6956 -2.6072 0.4840
H -1.3979 -4.5744 -0.7826
*
```

***

# C30H43AsCoN3

C30H43AsCoN3 as an isolated structure (the ωB97M-V functional and the def2-TZVPD basis, OMol25).

energy relative to the best compared isomer or geometry (same formula, charge and spin) = 11.6 kcal/mol
HOMO energy (spin up / spin down) = -2.3 / -2.8 eV
Kohn-Sham gap (spin up / spin down) = 5.00 / 5.47 eV

```
! wB97M-V def2-TZVPD RIJCOSX def2/J DEFGRID3
* xyz -1 4
Co 0.0875 0.6634 -0.1514
C -2.6222 0.3851 -1.8575
N -2.2458 1.1322 -0.6594
C -3.0559 0.7247 0.4847
C -2.3235 2.5512 -0.9519
C -3.5571 3.1302 -1.1993
C -3.6835 4.4534 -1.6051
C -2.5167 5.1806 -1.7972
C -1.2761 4.6197 -1.5430
C -1.1221 3.2965 -1.0663
N 0.0623 2.6731 -0.7911
C 1.1819 3.3548 -0.3865
C 1.2426 4.6725 0.1124
C 2.4292 5.2461 0.5475
C 3.6217 4.5422 0.5095
C 3.5825 3.2245 0.0608
C 2.4027 2.6311 -0.3511
N 2.3660 1.2406 -0.7358
C 3.2802 0.4012 0.0248
C 2.5553 1.0810 -2.1707
H -3.6510 0.6070 -2.1781
H -2.5533 -0.6836 -1.6578
H -1.9379 0.6344 -2.6688
H -2.8357 -0.3172 0.7172
H -4.1356 0.8280 0.2954
H -2.7689 1.3122 1.3539
H -4.4474 2.5208 -1.0858
H -4.6575 4.8888 -1.7879
H -2.5676 6.2035 -2.1548
H -0.3905 5.2056 -1.7404
H 0.3305 5.2411 0.2107
H 2.4087 6.2584 0.9368
H 4.5495 4.9861 0.8469
H 4.4920 2.6363 0.0585
H 3.0275 -0.6427 -0.1440
H 3.1473 0.6111 1.0841
H 4.3339 0.5466 -0.2607
H 3.5647 1.3864 -2.4883
H 1.8148 1.6839 -2.6965
H 2.4033 0.0339 -2.4456
C 1.6684 -2.7457 -0.8288
As 0.1036 -1.5762 -0.9957
C -0.2527 -2.1135 -2.8618
C -1.2779 -2.7288 -0.1302
C -1.0979 -4.2078 -0.2332
C -1.6305 -4.9324 -1.2989
C -1.4203 -6.3027 -1.4067
C -0.6798 -6.9733 -0.4490
C -0.1555 -6.2668 0.6275
C -0.3653 -4.8986 0.7286
H 1.4367 -3.7594 -1.1549
H 2.0204 -2.7553 0.1997
H 2.4511 -2.3333 -1.4662
H -0.2601 -3.1977 -2.9858
H 0.5446 -1.6899 -3.4754
H -1.2002 -1.6930 -3.1966
H -2.2202 -2.4144 -0.5812
H -1.2910 -2.3960 0.9066
H -2.2176 -4.4147 -2.0489
H -1.8451 -6.8451 -2.2430
H -0.5126 -8.0402 -0.5334
H 0.4174 -6.7786 1.3905
H 0.0498 -4.3510 1.5682
C 1.2534 -1.5050 2.6496
C 0.4431 -0.2676 3.0356
C -0.8494 -0.7522 3.7141
C 1.2614 0.5144 4.0740
C 0.1068 0.6047 1.8293
H 1.3948 -2.1861 3.4992
H 2.2409 -1.2259 2.2699
H 0.7392 -2.0390 1.8553
H -0.6448 -1.3443 4.6174
H -1.4313 -1.3710 3.0234
H -1.4727 0.1012 3.9949
H 1.5487 -0.1053 4.9347
H 0.6855 1.3672 4.4450
H 2.1721 0.9080 3.6139
H -0.2485 1.5707 2.2443
*
```

***

# C30H43GeN5O3SSiSr

C30H43GeN5O3SSiSr as an isolated structure (the ωB97M-V functional and the def2-TZVPD basis, OMol25).

energy relative to the best compared isomer or geometry (same formula, charge and spin) = 33.3 kcal/mol
HOMO energy = -1.4 eV
Kohn-Sham gap = 5.74 eV

```
! wB97M-V def2-TZVPD RIJCOSX def2/J DEFGRID3
* xyz -2 1
Sr 1.0752 0.6218 0.2141
N 0.4384 4.6487 3.7455
C 1.1308 3.4717 3.5809
S 2.8334 3.5850 3.3562
N 0.3422 2.4164 3.7269
N 0.8228 1.2121 3.3203
C 0.2775 0.2177 3.9026
C 0.6260 -1.1786 3.5642
C -0.1404 -2.2104 4.1037
C 0.1851 -3.5214 3.8158
C 1.2679 -3.7794 2.9905
C 1.9683 -2.6935 2.4927
N 1.6775 -1.4264 2.7748
H 0.9808 5.4329 4.0608
H -0.4981 4.5471 4.1038
H -0.4725 0.3851 4.6756
H -0.9902 -1.9671 4.7309
H -0.4102 -4.3353 4.2142
H 1.5472 -4.7889 2.7167
H 2.8099 -2.8499 1.8228
N 3.3664 0.5591 1.4887
C 4.5099 -0.0720 0.8237
C 4.8601 0.6030 -0.5061
C 3.8833 0.3166 -1.6414
O 4.3360 -0.0096 -2.7424
O 2.6347 0.4320 -1.3466
H 3.5941 1.4755 1.8669
H 3.0356 0.0095 2.2766
H 4.2584 -1.1205 0.6299
H 5.3985 -0.0767 1.4624
H 5.8425 0.2765 -0.8430
H 4.8962 1.6876 -0.3543
C -2.3062 -4.2998 -2.1388
C -1.4972 -3.8344 -0.9250
C -2.0134 -4.5410 0.3343
C -0.0220 -4.2125 -1.1401
Si -1.5697 -1.9427 -0.6341
O -0.5846 -1.4695 0.5207
C -3.3845 -1.5330 -0.1837
C -4.5286 -1.7874 -0.9552
C -5.8034 -1.4493 -0.5111
C -5.9693 -0.8429 0.7298
C -4.8545 -0.5768 1.5160
C -3.5826 -0.9175 1.0623
C -1.1824 -1.1084 -2.3034
C 0.1705 -0.9465 -2.6473
C 0.5726 -0.2428 -3.7786
C -0.3895 0.2956 -4.6222
C -1.7388 0.1490 -4.3150
C -2.1266 -0.5315 -3.1656
H -2.1103 -5.3643 -2.3353
H -2.0458 -3.7392 -3.0421
H -3.3832 -4.1938 -1.9742
H -1.9285 -5.6339 0.2263
H -3.0642 -4.3007 0.5292
H -1.4383 -4.2383 1.2153
H 0.0896 -5.3066 -1.1824
H 0.6064 -3.8296 -0.3293
H 0.3627 -3.8036 -2.0803
H -4.4314 -2.2544 -1.9300
H -6.6666 -1.6526 -1.1358
H -6.9600 -0.5725 1.0756
H -4.9726 -0.0958 2.4810
H -2.7073 -0.7019 1.6707
H 0.9379 -1.3342 -1.9817
H 1.6270 -0.0665 -3.9614
H -0.0857 0.8654 -5.4934
H -2.4913 0.5976 -4.9547
H -3.1821 -0.5849 -2.9228
C 0.1384 5.1563 -2.7432
Ge 0.9454 4.3752 -1.1100
C 2.7627 3.8880 -1.6938
C 1.2059 5.8836 0.1219
C -0.0875 2.9642 -0.3492
H 0.7529 5.9760 -3.1372
H -0.8663 5.5353 -2.5323
H 0.0584 4.3848 -3.5184
H 3.1866 4.6602 -2.3444
H 2.7491 2.9361 -2.2323
H 3.4140 3.7735 -0.8194
H 1.8361 6.6604 -0.3274
H 1.6875 5.5235 1.0352
H 0.2406 6.3202 0.3934
H -0.9049 2.7325 -1.0545
H -0.5528 3.3626 0.5664
*
```

***

# C30H43HgI2N3SSi

C30H43HgI2N3SSi as an isolated structure (the ωB97M-V functional and the def2-TZVPD basis, OMol25).

energy relative to the best compared isomer or geometry (same formula, charge and spin) = 3.8 kcal/mol
HOMO energy (spin up / spin down) = -4.3 / -4.7 eV
Kohn-Sham gap (spin up / spin down) = 6.46 / 6.14 eV

```
! wB97M-V def2-TZVPD RIJCOSX def2/J DEFGRID3
* xyz -1 2
Hg -1.6247 0.2568 -0.4689
N -1.0661 -2.3587 1.1534
C -1.6832 -3.2491 0.2847
C -2.7264 -4.0543 0.7496
C -3.3945 -4.9189 -0.0978
C -3.0344 -5.0017 -1.4332
C -2.0034 -4.2030 -1.9034
C -1.3168 -3.3210 -1.0723
C -0.2438 -2.4810 -1.6727
C 0.7513 -3.1416 -2.3992
C 1.7185 -2.4428 -3.1039
C 1.6870 -1.0585 -3.0882
C 0.7155 -0.4033 -2.3409
C -0.2571 -1.0821 -1.6056
H -1.3374 -2.4695 2.1166
H -0.0691 -2.1985 1.0524
H -3.0174 -3.9828 1.7912
H -4.1960 -5.5374 0.2882
H -3.5587 -5.6676 -2.1074
H -1.7390 -4.2320 -2.9538
H 0.7565 -4.2258 -2.4014
H 2.4770 -2.9736 -3.6671
H 2.4180 -0.4837 -3.6474
H 0.7265 0.6827 -2.3402
I -4.0702 -0.3479 0.8258
C -1.2218 2.0617 0.9914
I 0.3240 3.5972 0.7910
H -1.0292 1.6573 1.9840
H -2.1365 2.6484 1.0589
C 6.1473 0.9729 2.1897
C 6.2071 0.6564 0.6937
C 4.9770 -0.0899 0.1681
C 3.7073 0.7530 0.0131
N 3.0602 1.1638 1.2579
C 2.2180 0.3528 1.9538
S 2.1037 -1.2910 1.6670
N 1.4997 0.9585 2.9251
C 0.5432 0.2867 3.7883
C 1.1839 -0.5443 4.9094
C 2.2763 0.1996 5.6757
C 1.7729 1.4539 6.3901
H 7.0884 1.4110 2.5299
H 5.9698 0.0592 2.7605
H 5.3415 1.6704 2.4095
H 7.0877 0.0351 0.5067
H 6.3413 1.5862 0.1295
H 4.7551 -0.9329 0.8184
H 5.1975 -0.4972 -0.8233
H 2.9952 0.1865 -0.5815
H 3.9567 1.6699 -0.5265
H 2.8594 2.1516 1.3171
H 1.5586 1.9615 2.9994
H -0.0847 -0.3631 3.1744
H -0.0938 1.0595 4.2193
H 1.6114 -1.4424 4.4671
H 0.3907 -0.8514 5.5985
H 3.0734 0.4723 4.9799
H 2.7084 -0.4820 6.4128
H 1.4689 2.2220 5.6767
H 2.5538 1.8777 7.0237
H 0.9144 1.2154 7.0222
C -2.2309 4.0689 -2.1162
Si -2.1773 2.2006 -2.4677
C -1.0269 1.9864 -3.9708
C -3.8890 1.6757 -3.0994
C -4.3341 0.3566 -3.0150
C -5.5605 -0.0190 -3.5426
C -6.3612 0.9189 -4.1787
C -5.9341 2.2361 -4.2727
C -4.7136 2.6098 -3.7291
H -2.3464 4.6190 -3.0547
H -1.3061 4.4053 -1.6488
H -3.0608 4.3315 -1.4577
H -1.4687 2.5165 -4.8197
H -0.9179 0.9347 -4.2394
H -0.0323 2.3990 -3.7881
H -3.7210 -0.3865 -2.5169
H -5.8913 -1.0459 -3.4476
H -7.3154 0.6224 -4.5971
H -6.5526 2.9738 -4.7708
H -4.3981 3.6454 -3.7969
*
```

***

# C30H44BCl5LiN2P2

C30H44BCl5LiN2P2 as an isolated structure (the ωB97M-V functional and the def2-TZVPD basis, OMol25).

HOMO energy = -3.2 eV
Kohn-Sham gap = 5.76 eV

```
! wB97M-V def2-TZVPD RIJCOSX def2/J DEFGRID3
* xyz -1 1
Li 0.0836 -0.7816 0.3014
C 5.0017 -1.5132 0.5922
C 4.4659 -0.0795 0.6708
C 5.5378 0.9064 0.2080
C 4.1339 0.2110 2.1445
P 2.7533 -0.0550 -0.1771
C 2.5339 1.8032 -0.2806
N 1.1329 2.1424 -0.2992
B 0.0147 1.2162 -0.1737
N -1.1314 2.1141 -0.2447
C -2.5252 1.7351 -0.2629
P -2.7240 -0.0691 0.2139
C -3.3535 0.1134 1.9921
C -4.7505 0.7027 2.1670
C -3.2930 -1.2923 2.6074
C -2.3240 0.9894 2.7235
C -4.1664 -0.5342 -0.9289
C -4.6544 -1.9254 -0.5118
C -3.4793 -0.6730 -2.3007
C -5.3522 0.4222 -1.0552
C -0.7268 3.4277 -0.3792
C -1.4424 4.6096 -0.4725
C -0.7406 5.8120 -0.5846
C 0.6459 5.8287 -0.6099
C 1.3785 4.6428 -0.5231
C 0.6921 3.4457 -0.4055
C 3.0175 -0.5069 -2.0041
C 2.9267 -2.0369 -2.0884
C 4.3337 -0.0333 -2.6197
C 1.8556 0.0744 -2.8211
H 5.7952 -1.6607 1.3319
H 5.4134 -1.7378 -0.3937
H 4.2039 -2.2302 0.8049
H 6.3784 0.8750 0.9104
H 5.1645 1.9322 0.1862
H 5.9240 0.6617 -0.7803
H 5.0327 0.1040 2.7607
H 3.3834 -0.4881 2.5120
H 3.7496 1.2230 2.2880
H 3.0519 2.1871 -1.1695
H 3.0218 2.2579 0.5889
H -2.9422 1.8813 -1.2649
H -3.1145 2.3604 0.4177
H -5.5175 -0.0002 1.8381
H -4.8651 1.6323 1.6052
H -4.9323 0.9260 3.2241
H -3.9885 -1.9813 2.1241
H -3.5357 -1.2526 3.6742
H -2.2875 -1.7034 2.4982
H -2.4618 2.0516 2.5118
H -1.3062 0.7166 2.4346
H -2.4258 0.8494 3.8041
H -3.8049 -2.5980 -0.3667
H -5.2925 -2.3482 -1.2944
H -5.2347 -1.8902 0.4129
H -2.5678 -1.2691 -2.2146
H -3.2130 0.2970 -2.7245
H -4.1521 -1.1727 -3.0047
H -5.9966 0.3914 -0.1781
H -5.9564 0.1317 -1.9220
H -5.0296 1.4542 -1.2079
H -2.5261 4.6100 -0.4580
H -1.2876 6.7445 -0.6585
H 1.1698 6.7732 -0.6972
H 2.4618 4.6636 -0.5509
H 3.7547 -2.5249 -1.5699
H 2.9505 -2.3564 -3.1355
H 1.9913 -2.3866 -1.6456
H 5.1861 -0.5751 -2.2067
H 4.4902 1.0367 -2.4674
H 4.3149 -0.2172 -3.6992
H 0.8953 -0.2219 -2.3985
H 1.9208 -0.2978 -3.8492
H 1.8829 1.1654 -2.8541
Cl 0.7635 -1.6616 2.6215
C 0.3636 -3.0749 1.6842
C -0.0517 -2.8534 0.3787
C -0.3912 -4.0034 -0.3131
Cl -0.9314 -3.8281 -1.9658
C -0.3280 -5.2872 0.2243
Cl -0.7800 -6.6844 -0.6979
C 0.1112 -5.4481 1.5376
Cl 0.2088 -7.0258 2.2394
C 0.4675 -4.3269 2.2820
Cl 1.0250 -4.5168 3.9150
*
```

***

What did we get for calculated total energy? Answer: -1428.4258, -2192.1899, -4951.6872, -4463.9928, -2769.8017, -4295.2281 a.u., in the order shown.